No. 1
19
Properties=species:S:1:pos:R:3 method="wB97M-V/def2-TZVPD" orbital_gap_ha=0.2797 charge=+1 relative_energy_kj_mol=731.1 e_homo_ev=-11.40
C 1.0678 0.9653 -0.0962
C -2.6044 1.1009 -0.9515
C -0.5566 -1.3887 -2.2777
C 2.2906 0.2678 2.9836
N 1.2411 0.7036 1.0131
N -1.9936 0.0658 -1.3878
N -0.8263 -0.4671 -1.2336
N 1.0814 0.1280 2.1309
H 1.3335 1.1837 -1.0963
H -2.0153 1.7757 -0.3565
H -3.6447 0.9929 -1.1143
H -1.3619 -1.5643 -2.9810
H 0.4852 -1.1598 -2.7666
H -0.2683 -2.4273 -1.9234
H 1.7976 0.6315 3.9659
H 2.8970 -0.5545 3.1947
H 3.0302 1.1031 2.6530
H -2.7423 -0.5405 -1.8958
H 0.7889 -0.8161 2.1395


No. 2
19
Properties=species:S:1:pos:R:3 method="wB97M-V/def2-TZVPD" orbital_gap_ha=0.3960 charge=+1 relative_energy_kj_mol=445.9 e_homo_ev=-13.70
C 1.9144 -1.1412 0.2303
C 2.6604 -0.2339 0.3009
C -0.5587 -0.4844 0.6869
C -1.0195 0.8206 -1.5679
N -0.3815 0.5182 -0.2341
N -1.3818 -1.5301 0.4068
N 0.0258 -0.5435 1.8740
N 0.4797 1.6553 0.2019
H 1.3207 -1.9840 0.4992
H 3.0140 0.7664 0.1395
H -2.1046 1.0334 -1.3768
H -0.4146 1.6062 -1.9956
H -0.8631 -0.0712 -2.1692
H -1.8970 -1.6926 -0.3733
H -1.3651 -2.4134 1.0235
H -0.6360 -1.0311 2.4813
H 0.8316 0.0866 2.1484
H -0.0262 2.3421 0.6741
H 0.8932 2.0776 -0.6227


No. 3
19
Properties=species:S:1:pos:R:3 method="wB97M-V/def2-TZVPD" orbital_gap_ha=0.3350 charge=+1 relative_energy_kj_mol=373.9 e_homo_ev=-12.70
H -3.3344 -0.8470 0.3831
N -2.4706 -0.3399 0.7322
C -1.4365 -0.2529 0.0985
N -0.8826 -0.8095 -1.0085
N 0.4886 -0.5580 -1.2171
C 1.0109 0.1643 0.0277
C 1.4646 -0.9241 0.9751
C -0.2121 0.9468 0.5613
N -0.3122 2.2485 -0.0385
H -1.3510 -1.5481 -1.6572
H 0.7022 -0.0250 -1.9744
H 1.0060 -1.4320 -1.4301
H 1.8496 0.7133 -0.0909
H 0.6550 -1.6029 1.1783
H 2.0025 -0.4764 1.7525
H 2.3338 -1.4574 0.4740
H -0.1800 1.0060 1.7175
H -0.3983 2.3309 -1.0237
H -0.9357 2.8634 0.5401


No. 4
21
Properties=species:S:1:pos:R:3 method="wB97M-V/def2-TZVPD" orbital_gap_ha=0.3669 charge=+1 smiles="C[NH2+]N1C(=O)[C@@H](N)N[C@@H]1O" relative_energy_kj_mol=313.8 e_homo_ev=-13.33
C -2.7018 0.6895 0.6530
N -1.7434 0.4124 -0.5113
N -0.4039 0.2176 0.0803
C 0.7250 0.9424 -0.4193
O 0.7246 2.0188 -0.9788
C 1.9514 0.0632 -0.2387
N 2.9485 0.5752 0.6053
N 1.4501 -1.2073 0.1119
C 0.0252 -1.2133 0.1216
O -0.5639 -1.7891 -1.0098
H -2.4698 1.6199 1.2188
H -3.7793 0.5051 0.2244
H -2.2956 -0.0582 1.3300
H -1.9820 -0.5280 -0.9752
H -1.6675 1.1893 -1.1781
H 2.3756 -0.1219 -1.2836
H 2.7064 0.4490 1.5443
H 3.0769 1.4563 0.2699
H 1.9025 -1.5121 0.9713
H -0.4214 -1.6420 0.9942
H 0.1425 -2.0668 -1.5303


No. 5
20
Properties=species:S:1:pos:R:3 method="wB97M-V/def2-TZVPD" orbital_gap_ha=0.3040 charge=0 relative_energy_kj_mol=26.2 e_homo_ev=-7.39
H 0.7419 -0.5170 2.3574
N 1.0703 0.4399 2.2574
C 1.1059 0.8606 1.0646
N 1.2454 2.2314 0.8456
N 1.3590 0.1072 -0.1899
C 0.2446 -0.7826 -0.1167
N 0.5347 -2.0763 0.4085
C -0.9761 -0.5081 -0.6375
C -1.2775 0.7761 -1.3483
N -1.9605 -1.4979 -0.6958
H 1.3774 2.7243 1.7191
H 1.9838 2.4877 0.1934
H 1.3392 0.7056 -1.0079
H 1.4694 -2.0796 0.8048
H 0.5021 -2.7852 -0.3196
H -2.3422 0.9013 -1.4646
H -0.8320 0.7874 -2.3544
H -0.8804 1.6223 -0.7806
H -2.9052 -1.1447 -0.6885
H -1.7997 -2.2523 -0.0472


No. 6
20
Properties=species:S:1:pos:R:3 method="wB97M-V/def2-TZVPD" orbital_gap_ha=0.3303 charge=0 relative_energy_kj_mol=373.4 e_homo_ev=-8.45
C 1.1647 1.6503 1.1551
N 1.5375 1.3960 -0.2415
N 0.5671 2.0718 -1.0015
C -0.6145 1.6919 -1.0823
N -1.3833 0.6345 -0.6866
C -0.9179 -0.5676 -0.3607
C -1.9774 -1.5791 0.1147
N 0.2620 -1.1274 -0.7208
N 0.6250 -2.3539 -0.0198
H 0.3487 0.7885 1.2445
H 2.1633 1.5738 1.8063
H 0.8374 2.7220 1.3876
H 2.4347 1.7787 -0.3856
H -1.2956 2.4368 -1.5934
H -2.9129 -0.9759 0.3896
H -2.3479 -2.2515 -0.7810
H -1.7624 -2.2402 0.9702
H 1.1391 -0.4920 -0.4625
H 0.9651 -3.0788 -0.6501
H 1.1671 -2.0782 0.9178